Density functional theory data (wB97M-V/def2-TZVPD) for a structure of composition C41H39MgN11O2Se.

XYZ file:
```
95
Properties=species:S:1:pos:R:3:forces:R:3:mulliken_charge:R:1
Mg -0.27970 0.41596 0.28485 0.002 -0.173 -0.449 1.004
C -4.08327 -2.15130 1.75026 0.135 0.052 -0.007 -0.821
O -3.14076 -1.81756 2.81396 -0.007 -0.034 -0.127 -0.443
C -2.15209 -1.15494 2.21338 0.047 -0.043 0.043 -0.363
N -2.14804 -1.03691 0.94884 -0.130 0.120 0.079 0.826
C -3.32527 -1.78871 0.45397 0.005 0.063 0.009 0.050
C -4.13786 -1.03055 -0.57811 0.002 0.016 0.018 0.204
C -3.51565 -0.16065 -1.46927 -0.042 -0.039 0.005 0.571
C -4.24761 0.50313 -2.44351 0.006 -0.013 0.024 -0.819
C -5.61793 0.29990 -2.54539 -0.008 -0.004 -0.008 -0.753
C -6.24463 -0.57875 -1.67370 -0.003 -0.005 0.019 -0.829
C -5.50862 -1.24103 -0.69780 0.010 0.000 0.016 -0.738
C -1.08493 -0.57770 3.06686 0.071 0.069 -0.228 0.166
C -1.00058 -0.74978 4.43766 -0.052 -0.022 0.089 -0.641
C 0.06202 -0.15509 5.10559 -0.002 -0.007 0.020 -0.917
C 0.98732 0.60424 4.39949 0.047 0.004 0.126 -0.651
C 0.81028 0.72879 3.03608 -0.098 0.003 -0.303 -0.074
N -0.19321 0.13826 2.38213 0.080 -0.134 0.550 0.919
C 1.66400 1.54151 2.13430 0.031 -0.035 -0.005 0.106
N 1.37198 1.66940 0.89891 0.169 0.003 0.226 0.256
C 2.36485 2.58803 0.30951 -0.074 0.006 0.178 -0.684
C 3.39284 2.76581 1.46166 -0.232 -0.114 -0.043 -0.642
O 2.72826 2.15455 2.62084 0.044 0.054 -0.160 -0.543
C 1.71342 3.87738 -0.14436 0.030 -0.005 0.009 0.230
C 2.23699 4.55534 -1.24107 0.024 0.037 -0.039 -0.277
C 1.68221 5.75907 -1.65768 -0.008 0.019 0.037 -0.785
C 0.58931 6.29255 -0.98230 0.030 -0.046 -0.014 -0.801
C 0.06577 5.62260 0.11878 0.030 0.000 -0.006 -0.626
C 0.62793 4.42226 0.53692 0.021 0.083 0.041 -0.100
H -4.97540 -1.54809 1.89676 -0.026 0.076 0.060 0.404
H -4.33095 -3.20313 1.83984 0.012 -0.050 0.032 0.354
H -2.94556 -2.70118 -0.01484 0.074 -0.039 -0.030 0.332
H -2.44759 -0.00588 -1.40511 0.031 0.019 -0.019 0.118
H -3.74646 1.17300 -3.13418 -0.011 -0.029 0.024 0.530
H -6.19188 0.81262 -3.30816 0.031 -0.032 0.052 0.432
H -7.31108 -0.75304 -1.75401 0.070 0.000 0.014 0.405
H -6.01725 -1.93359 -0.03478 0.008 0.051 -0.052 0.479
H -1.74910 -1.33465 4.95629 0.055 0.028 -0.010 0.682
H 0.16586 -0.27626 6.17539 -0.006 0.001 -0.002 0.507
H 1.82153 1.09133 4.88623 -0.032 -0.017 -0.001 0.687
H 2.83090 2.10052 -0.54556 0.032 -0.030 -0.030 0.668
H 3.59923 3.80270 1.70006 -0.007 0.067 0.077 0.448
H 4.31746 2.22106 1.28866 -0.006 -0.064 0.034 0.281
H 3.08671 4.13768 -1.77512 -0.068 0.043 0.056 0.504
H 2.10893 6.28743 -2.50231 -0.019 -0.026 0.036 0.479
H 0.16326 7.23708 -1.29805 0.025 -0.014 0.016 0.442
H -0.76949 6.04716 0.66492 0.049 -0.019 -0.011 0.493
H 0.21465 3.90886 1.39990 0.020 0.031 -0.056 0.325
N -0.53560 3.41176 -2.60650 -0.052 -0.025 -0.162 0.348
C 0.45365 2.81871 -3.35430 -0.012 0.037 0.045 -1.413
C 0.68816 1.61424 -2.76822 0.003 -0.171 0.115 0.166
N -0.14246 1.45878 -1.67982 -0.137 0.122 -0.074 0.727
C -0.86047 2.56632 -1.61312 0.053 -0.033 -0.036 -0.336
C -1.81637 2.73884 -0.53072 -0.015 -0.102 0.010 -1.102
N -1.79922 1.89888 0.48633 -0.304 0.459 -0.102 1.263
C -2.83926 2.27715 1.30649 0.160 -0.133 0.021 -0.466
C -3.47420 3.35467 0.77323 0.029 0.006 -0.016 -1.256
N -2.81011 3.63527 -0.39864 -0.072 0.042 -0.008 0.297
H -0.86893 4.35282 -2.73464 0.020 0.062 0.050 0.271
H 0.90411 3.30603 -4.20236 -0.054 -0.032 0.033 0.439
H 1.40525 0.85817 -3.04975 -0.046 0.068 0.048 0.179
H -3.06538 1.75609 2.22360 0.021 0.038 -0.070 0.561
H -4.31922 3.93148 1.10839 0.044 -0.023 -0.022 0.469
H -3.05521 4.37027 -1.03985 0.002 0.021 -0.045 0.204
N -0.26197 -3.08577 -1.98542 0.022 -0.016 0.043 0.117
C -0.17144 -1.74819 -1.81139 0.151 -0.057 0.033 -1.279
N 0.26922 -1.41537 -0.62191 -0.166 -0.476 -0.030 1.105
C 0.47413 -2.63295 0.04584 0.138 0.177 -0.069 0.257
C 0.96073 -2.89511 1.32798 0.007 0.055 -0.008 0.188
C 1.04298 -4.21443 1.72473 0.028 0.008 0.011 -1.140
C 0.67552 -5.26677 0.86742 -0.015 0.005 -0.023 -0.907
C 0.22684 -5.02479 -0.41521 0.037 -0.043 -0.019 -1.115
C 0.14078 -3.68931 -0.80063 -0.082 0.048 -0.118 0.156
H -0.57731 -3.55025 -2.82028 -0.012 0.018 -0.014 0.259
H -0.42779 -1.04700 -2.59371 -0.044 -0.056 0.081 0.464
H 1.30186 -2.09174 1.96803 -0.030 -0.011 0.000 0.482
H 1.41230 -4.45148 2.71572 -0.022 0.013 -0.047 0.603
H 0.75509 -6.28802 1.21896 0.001 0.049 -0.022 0.473
H -0.03683 -5.83539 -1.08478 0.006 0.064 0.047 0.549
C 4.87163 -3.30214 1.46238 -0.031 -0.025 -0.117 -0.883
N 4.40235 -3.39502 0.08580 0.078 -0.010 0.117 0.307
C 4.43562 -4.56174 -0.66577 0.068 0.149 0.294 -0.554
C 3.97544 -4.25599 -1.88700 -0.118 0.239 -0.185 -0.639
N 3.65665 -2.90295 -1.87325 -0.048 0.020 -0.042 0.414
C 3.18344 -2.16278 -3.02999 0.046 -0.063 0.048 -0.482
C 3.92227 -2.36412 -0.65347 0.037 -0.546 -0.107 -0.098
Se 3.65048 -0.61975 -0.10752 0.027 0.001 -0.048 -0.439
H 5.88135 -3.70166 1.53067 -0.002 -0.013 -0.017 0.369
H 4.21226 -3.86172 2.12302 -0.042 -0.020 0.002 0.313
H 4.87627 -2.25641 1.75054 -0.011 0.049 -0.004 0.253
H 4.79307 -5.49608 -0.26310 -0.028 0.123 -0.009 0.528
H 3.85584 -4.86991 -2.76519 -0.002 0.104 0.062 0.493
H 2.43894 -2.75540 -3.56096 0.016 0.001 0.030 0.337
H 4.00687 -1.93308 -3.70496 0.025 0.000 0.013 0.354
H 2.74785 -1.23363 -2.67341 -0.034 0.030 0.021 -0.232
```
Positions in Å, forces in eV/Å.

Energy relative to the best compared isomer or geometry (same formula, charge and spin) (kcal/mol): 0.00
Molecular weight (g/mol): 821.10
Calculated total energy (eV): -134422.1553
E_LUMO (eV): -5.22
Kohn-Sham gap (eV): 6.376
Total charge: +2